Record 1
The following is a quantum chemistry calculation of a cluster of 7 separate species, C9H32BN10O6 in total at a distorted geometry, from OMol25.

Geometry as XYZ:
```
58
Properties=species:S:1:pos:R:3:nbo_charge:R:1
B 5.547 -6.517 -15.055 -0.82
H 6.233 -5.916 -15.633 -0.05
H 4.611 -6.013 -14.867 0.01
H 5.415 -7.449 -15.582 -0.03
H 6.051 -6.770 -14.135 0.00
C 9.108 -7.606 -15.549 0.75
O 10.196 -8.015 -15.852 -0.69
N 8.788 -6.367 -15.271 -0.86
N 8.088 -8.360 -15.359 -0.84
H 7.840 -6.116 -15.031 0.41
H 9.566 -5.750 -15.453 0.40
H 8.207 -9.360 -15.437 0.40
H 7.171 -7.948 -15.264 0.41
C 3.895 -6.566 -11.341 0.75
O 3.557 -6.852 -10.219 -0.68
N 3.684 -5.536 -12.100 -0.82
N 4.801 -7.230 -12.004 -0.86
H 3.001 -4.829 -11.868 0.39
H 4.052 -5.656 -13.033 0.40
H 5.087 -6.961 -12.935 0.41
H 5.221 -8.020 -11.534 0.39
C 5.722 -5.002 -18.436 0.75
O 5.765 -4.054 -19.180 -0.67
N 6.743 -5.709 -18.048 -0.89
N 4.688 -5.500 -17.914 -0.83
H 7.597 -5.679 -18.586 0.40
H 6.823 -5.925 -17.065 0.41
H 4.682 -6.093 -17.096 0.42
H 3.837 -5.240 -18.390 0.40
C 6.079 -9.674 -17.968 0.73
O 6.245 -10.735 -18.504 -0.72
N 5.253 -9.388 -17.049 -0.84
N 6.794 -8.700 -18.330 -0.82
H 4.586 -10.106 -16.804 0.40
H 5.313 -8.511 -16.553 0.40
H 7.375 -8.862 -19.140 0.41
H 6.341 -7.840 -18.056 0.39
C 6.365 -2.973 -13.795 0.74
O 6.717 -1.840 -13.609 -0.69
N 5.816 -3.442 -14.866 -0.87
N 6.536 -3.976 -13.041 -0.82
H 5.784 -4.435 -15.049 0.42
H 5.735 -2.732 -15.579 0.40
H 7.115 -3.808 -12.232 0.40
H 6.456 -4.868 -13.509 0.39
C 1.481 -4.518 -15.314 -0.44
C 1.035 -3.702 -14.095 -0.42
C 0.822 -2.260 -14.740 -0.06
O 1.723 -2.212 -15.845 -0.55
C 2.306 -3.548 -16.187 -0.06
H 0.580 -4.735 -15.888 0.20
H 2.037 -5.445 -15.176 0.23
H 1.815 -3.730 -13.334 0.19
H 0.143 -3.986 -13.536 0.21
H 1.097 -1.465 -14.047 0.18
H -0.232 -2.107 -14.972 0.16
H 3.364 -3.500 -15.928 0.19
H 2.332 -3.662 -17.271 0.18
```

As for the energy above the lowest of the compared OMol25 structures with the same formula, charge and spin: 34.74 kcal/mol. For the total energy, the calculation gives -37715.441 eV. The net charge is -1.

=====

Record 2
The following is a quantum chemistry calculation of the molecule C4H10N2O2S at a distorted geometry, from OMol25.

Geometry as XYZ:
```
19
Properties=species:S:1:pos:R:3:nbo_charge:R:1
C 0.703 -0.342 0.675 -0.25
C -0.495 -0.973 1.252 -0.68
C 0.585 -1.009 -1.788 -0.44
C -0.779 2.060 -0.733 -0.40
N 0.522 0.020 -0.838 -0.27
N -0.831 0.642 -0.804 -0.53
O -2.409 -1.379 -0.523 -0.93
O -2.871 0.566 0.795 -0.91
S -1.817 -0.289 0.219 2.23
H 0.973 0.697 1.087 0.22
H 1.618 -0.972 0.643 0.23
H -0.530 -2.047 1.262 0.27
H -0.737 -0.444 2.074 0.25
H 0.506 -0.600 -2.801 0.22
H 1.541 -1.491 -1.864 0.21
H -0.198 -1.826 -1.715 0.20
H -1.734 2.442 -0.766 0.23
H -0.352 2.368 0.313 0.16
H -0.233 2.453 -1.585 0.22
```

As for the energy above the lowest of the compared OMol25 structures with the same formula, charge and spin: 54.30 kcal/mol. Its structure (SMILES) is CN1CCS(=O)(=O)N1C. For the total energy, the calculation gives -22217.524 eV. The net charge is 0.

=====

Record 3
The following is a quantum chemistry calculation of a structure of composition C5H6OSi at a distorted geometry, from OMol25.

Geometry as XYZ:
```
13
Properties=species:S:1:pos:R:3:nbo_charge:R:1
C -1.787 -0.694 0.439 0.33
C -0.409 1.353 -0.960 -0.23
C -0.137 1.510 0.500 -0.26
C -1.248 0.627 0.073 -0.09
C 0.656 0.503 -0.360 -0.31
O -2.319 -1.418 -0.372 -0.54
Si 1.744 -1.017 -0.064 0.86
H -1.797 -1.166 1.414 0.15
H -0.510 2.009 -1.801 0.25
H -0.134 2.278 1.234 0.25
H 2.863 -0.873 -0.969 -0.15
H 1.073 -2.362 -0.498 -0.12
H 2.004 -0.751 1.364 -0.14
```

As for the energy above the lowest of the compared OMol25 structures with the same formula, charge and spin: 54.69 kcal/mol. For the total energy, the calculation gives -15200.691 eV. The net charge is 0.

=====

Record 4
The following is a quantum chemistry calculation of a cluster of 2 separate species, C22H49N4O2 in total at a distorted geometry, from OMol25.

Geometry as XYZ:
```
77
Properties=species:S:1:pos:R:3:lowdin_charge:R:1
C -4.648 -0.038 -3.834 -0.15
C -4.292 -1.240 -4.893 -0.26
C -4.232 -2.743 -4.236 -0.22
C -3.430 -2.838 -2.805 -0.22
C -2.006 -2.022 -2.760 -0.22
C -0.752 -2.778 -3.499 -0.19
C -0.742 -2.648 -5.142 -0.20
C 0.220 -1.441 -5.717 -0.21
C -0.471 0.058 -5.610 -0.20
C 0.614 1.289 -5.929 -0.20
C 1.275 1.865 -4.507 -0.22
C 2.589 0.997 -4.027 -0.20
C 2.142 -0.128 -2.903 -0.22
C 2.973 -0.045 -1.492 -0.19
C 1.925 -0.416 -0.270 -0.21
C 2.403 -1.681 0.658 -0.22
C 3.105 -1.250 2.075 -0.22
C 2.061 -1.100 3.342 -0.23
C 2.459 0.177 4.345 -0.17
C 1.624 -0.033 5.779 -0.21
N 1.207 1.286 6.387 0.05
C -0.255 1.328 6.771 -0.19
N -1.134 0.150 7.128 0.11
N -0.839 2.589 6.850 0.14
H -3.748 0.733 -3.870 0.07
H -5.601 0.569 -4.181 0.08
H -4.775 -0.393 -2.716 0.07
H -5.179 -1.249 -5.691 0.11
H -3.320 -0.967 -5.529 0.08
H -3.724 -3.443 -5.058 0.11
H -5.336 -3.164 -4.104 0.12
H -4.095 -2.483 -1.879 0.11
H -3.201 -3.991 -2.608 0.12
H -2.080 -0.917 -3.161 0.09
H -1.705 -1.921 -1.611 0.11
H -0.779 -3.916 -3.212 0.11
H 0.273 -2.334 -3.123 0.09
H -1.802 -2.531 -5.623 0.09
H -0.295 -3.668 -5.555 0.12
H 1.293 -1.450 -5.247 0.09
H 0.364 -1.657 -6.877 0.12
H -0.898 0.286 -4.545 0.08
H -1.319 0.074 -6.445 0.11
H -0.068 2.187 -6.323 0.11
H 1.433 0.968 -6.706 0.11
H 0.452 1.905 -3.653 0.11
H 1.635 2.989 -4.653 0.11
H 3.478 1.688 -3.684 0.11
H 2.933 0.372 -4.984 0.11
H 2.359 -1.202 -3.358 0.10
H 0.968 -0.032 -2.783 0.09
H 3.779 -0.922 -1.501 0.11
H 3.561 0.953 -1.317 0.11
H 1.810 0.536 0.405 0.11
H 0.852 -0.686 -0.699 0.10
H 1.432 -2.323 0.901 0.11
H 3.134 -2.426 0.085 0.12
H 3.700 -0.242 1.971 0.12
H 3.861 -2.124 2.367 0.12
H 0.921 -1.045 2.991 0.12
H 2.137 -2.124 3.945 0.12
H 3.611 0.096 4.556 0.13
H 2.136 1.139 3.763 0.12
H 2.433 -0.500 6.522 0.15
H 0.749 -0.767 5.524 0.11
H 1.344 2.045 5.669 0.14
H -1.721 -0.048 6.264 0.13
H -0.594 -0.720 7.328 0.10
H -0.371 3.321 7.461 0.08
H -1.743 2.855 6.400 0.15
C -0.090 5.485 10.459 0.06
N 0.084 5.097 9.034 -0.40
O -0.386 5.857 8.179 0.09
O 0.688 4.041 8.812 0.02
H -0.636 6.429 10.505 0.11
H -0.655 4.689 10.950 0.11
H 0.905 5.593 10.896 0.11
```

As for the energy above the lowest of the compared OMol25 structures with the same formula, charge and spin: 248.28 kcal/mol. For the total energy, the calculation gives -33645.206 eV. The net charge is +1.